A structure of composition C23H16GdO6P at a distorted geometry, computed with wB97M-V/def2-TZVPD.

Its energy above the lowest of the compared OMol25 structures with the same formula, charge and spin is 876.2 kJ/mol. Its expectation value of S² is 15.834. The value obtained for the largest force on an atom is 7.624 eV/Å. Its HOMO-LUMO gap (alpha / beta) is 0.2425 / 0.1586 Ha. The lowest unoccupied orbital energy (alpha / beta) comes out at -7.949 / -10.326 eV. Its net charge is +2. The HOMO energy (alpha / beta) is -14.55 / -14.64 eV. Its multiplicity is 8.

```
47
Properties=species:S:1:pos:R:3:mulliken_spin:R:1
H -5.297 0.765 1.257 0.0000
O 3.612 -8.143 -1.401 0.0012
C 1.227 -2.851 -2.684 0.0236
O 1.137 -2.852 -3.810 0.0641
C 0.787 0.408 -2.289 0.0358
H -2.933 4.316 0.658 0.0000
O 0.376 -1.078 -0.196 -0.1327
C 0.555 -4.734 -0.457 0.0592
H 2.221 1.631 4.760 0.0001
C 1.665 1.286 3.857 0.0010
C 3.046 -1.331 -0.805 -0.1065
H -1.693 3.085 -3.463 0.0001
H -1.397 1.562 2.569 0.0005
C 2.269 -3.175 1.422 0.0393
C 0.433 1.825 3.582 -0.0003
C 1.014 1.013 -3.527 0.0056
P -0.659 0.008 0.116 0.0035
C -1.885 2.410 0.597 -0.0002
C -1.095 1.823 -1.906 -0.0016
C 2.830 -7.288 -1.150 0.0059
O 3.691 -0.406 -0.916 0.0577
C -0.212 0.826 -1.434 -0.0055
C 1.484 -0.132 1.959 0.0360
C -3.006 3.212 0.729 0.0003
C -3.264 0.396 0.800 0.0003
C -4.267 2.610 0.936 -0.0001
C -0.913 2.404 -3.130 0.0004
H 1.987 -0.910 1.349 -0.0453
C 0.213 0.392 1.640 -0.0111
H 3.045 -3.866 -1.019 0.7059
H -5.160 3.241 1.039 0.0000
H 0.011 2.644 4.166 0.0001
O 2.715 -3.321 2.457 0.0706
H -2.031 2.108 -1.410 0.0001
H -0.926 2.917 0.495 -0.0002
C -2.071 1.001 0.510 0.0044
C 2.228 0.287 3.060 0.0053
C 0.124 1.991 -3.937 0.0002
H 0.210 2.477 -4.931 0.0000
H 1.840 0.708 -4.179 -0.0001
C -4.359 1.232 1.017 0.0002
Gd 1.313 -2.798 -0.502 6.1239
C -0.354 1.292 2.579 0.0005
O 0.125 -5.783 -0.427 0.0998
H 1.477 -0.388 -2.086 -0.0419
H -3.326 -0.687 0.868 -0.0002
H 3.213 -0.127 3.236 -0.0001
```

A cluster of 2 separate species, C2H6N3O3 in total at a distorted geometry, computed with wB97M-V/def2-TZVPD.

Its energy above the lowest of the compared OMol25 structures with the same formula, charge and spin is 100.1 kJ/mol. The value obtained for the largest force on an atom is 2.869 eV/Å. Its HOMO-LUMO gap is 0.4298 Ha. The lowest unoccupied orbital energy comes out at -3.985 eV. Its net charge is +1. The HOMO energy is -15.68 eV.

```
14
Properties=species:S:1:pos:R:3:nbo_charge:R:1
C -0.369 -1.163 0.034 0.7768
H -1.192 -3.059 0.291 0.4784
N -0.809 0.762 -2.544 0.7556
C 1.243 0.422 1.144 -0.4124
H 0.678 1.149 1.896 0.2403
H -1.522 0.256 -4.247 0.5109
N 0.182 -0.049 0.212 -0.6026
O -0.246 1.602 -1.953 -0.3356
H 1.582 -0.339 1.812 0.2408
H 2.014 0.942 0.515 0.2534
H -0.097 0.870 -0.197 0.4810
O -1.447 1.070 -3.741 -0.4821
O -0.811 -0.387 -2.251 -0.3974
N -0.611 -2.306 -0.101 -0.5069
```

A structure of composition CsO4S at a distorted geometry, computed with wB97M-V/def2-TZVPD.

Its energy above the lowest of the compared OMol25 structures with the same formula, charge and spin is 143.9 kJ/mol. The value obtained for the largest force on an atom is 8.679 eV/Å. Its HOMO-LUMO gap is 0.1067 Ha. The lowest unoccupied orbital energy comes out at 1.267 eV. Its net charge is -1. The HOMO energy is -1.64 eV.

```
6
Properties=species:S:1:pos:R:3:lowdin_charge:R:1
O -0.627 -0.537 0.832 -0.5646
S -0.360 0.146 -0.384 -0.0114
O 0.949 -0.191 -0.840 -0.4983
Cs 2.016 -0.967 2.113 1.0083
O -1.431 -0.044 -1.390 -0.4690
O -0.546 1.593 -0.332 -0.4648
```

An isolated molecule of C2H6N2O at a distorted geometry, computed with wB97M-V/def2-TZVPD.

Its energy above the lowest of the compared OMol25 structures with the same formula, charge and spin is 529.3 kJ/mol. The value obtained for the largest force on an atom is 6.588 eV/Å. Its HOMO-LUMO gap is 0.3647 Ha. The lowest unoccupied orbital energy comes out at 0.877 eV. Its SMILES is N/N=C\CO. The HOMO energy is -9.05 eV.

```
11
Properties=species:S:1:pos:R:3:nbo_charge:R:1
H -0.773 -0.639 1.326 0.3909
C -0.257 1.061 -0.122 0.0362
N -0.987 -0.883 0.222 -0.7560
N -1.294 0.403 -0.252 -0.2464
H -1.840 -1.453 -0.174 0.3964
C 1.020 0.411 0.389 -0.1619
H 1.000 -0.262 1.224 0.2154
H -0.245 2.113 -0.354 0.1824
O 1.374 -0.668 -0.372 -0.7708
H 1.685 1.404 0.374 0.1890
H 0.570 -1.290 -0.810 0.5249
```

A structure of composition C30H28F5N6S2Tl, computed with wB97M-V/def2-TZVPD.

Its energy above the lowest of the compared OMol25 structures with the same formula, charge and spin is 53.4 kJ/mol. The value obtained for the largest force on an atom is 0.180 eV/Å. Its HOMO-LUMO gap is 0.2683 Ha. The lowest unoccupied orbital energy comes out at 0.231 eV. The HOMO energy is -7.07 eV.

```
72
Properties=species:S:1:pos:R:3:lowdin_charge:R:1
C 0.940 -3.086 -2.432 -0.2715
C -1.616 0.390 -4.054 -0.0839
F 1.742 -2.704 -4.618 0.1168
C -0.045 -3.497 -1.530 -0.6064
H 0.820 2.998 -3.091 0.0438
C -2.872 1.338 -1.774 -0.0434
C 0.768 -3.124 -3.804 -0.1542
C 3.484 3.435 -2.100 -0.4242
C 5.455 -0.063 2.573 -0.0876
H 6.907 -1.116 3.755 0.0999
H -4.059 5.257 0.646 0.1006
C -2.755 2.145 -2.895 -0.0886
H 0.226 1.654 -2.109 -0.0225
N 1.848 -0.948 2.522 0.0738
C -1.420 -4.012 -3.486 -0.1636
H -1.302 -1.417 -2.942 0.0833
C -1.887 0.580 2.651 -0.3188
H -4.804 3.532 2.258 0.1075
C -2.357 0.043 -1.784 -0.3322
C -2.157 4.335 0.250 -0.0883
C -1.717 -0.419 -2.934 -0.0351
H -2.547 -1.094 3.790 0.1242
N -2.422 -0.764 -0.638 0.0914
C -2.132 1.679 -4.045 -0.1096
C -2.963 2.411 2.022 -0.1997
C -3.413 4.419 0.872 -0.0927
H -2.447 -1.760 -0.808 0.0741
H 1.595 1.393 -3.201 0.0469
N -1.082 1.137 1.799 0.1086
F 2.115 -2.630 -1.978 0.0509
C 1.119 2.111 -2.533 -0.4404
Tl 0.599 -0.507 0.191 0.7389
C -0.418 -3.592 -4.341 -0.1583
C -1.296 3.284 0.497 -0.0123
C 1.463 -1.956 3.248 -0.3162
H 0.061 -3.469 2.786 0.0741
H -3.118 -0.466 0.028 0.0897
S 0.180 -3.443 0.198 0.5469
H 3.813 0.819 1.483 0.1030
C 3.219 -0.836 2.730 -0.2200
H -3.160 3.149 -2.867 0.1031
N -3.043 1.290 2.833 0.1637
C 4.134 0.061 2.187 -0.0057
H -3.368 1.711 -0.885 0.1025
H -0.328 3.223 0.015 0.0771
H 2.421 -3.331 4.540 0.1639
C 5.863 -1.052 3.479 -0.0945
H -0.228 -2.680 4.330 0.1277
N 2.487 -2.518 3.954 0.1702
H -3.801 1.038 3.442 0.1584
F -2.259 -4.322 -1.339 0.0647
H 5.284 -2.713 4.723 0.1076
C 0.062 -2.498 3.286 -0.1833
H -1.123 0.006 -4.940 0.1094
C 3.640 -1.820 3.630 -0.1853
H -0.998 -0.420 4.277 0.1358
H 4.231 3.786 -1.391 0.0274
H 3.059 4.295 -2.619 0.0336
H 6.195 0.614 2.167 0.1004
C -3.839 3.461 1.773 -0.0256
C -1.228 -3.951 -2.117 -0.2710
N -0.854 -1.618 2.596 -0.1040
C -1.718 2.303 1.391 -0.2347
C 4.964 -1.949 4.026 -0.0222
H 3.964 2.774 -2.821 0.0365
H -2.050 2.309 -4.920 0.0991
F -0.602 -3.618 -5.665 0.1173
F -2.581 -4.448 -3.986 0.1181
C -1.601 -0.686 3.404 -0.1324
H -1.399 -2.121 1.908 0.0613
S 2.213 2.556 -1.173 0.6717
H -1.860 5.112 -0.442 0.1044
```

A structure of composition C27H23Br2N7OPS2V, computed with wB97M-V/def2-TZVPD.

Its expectation value of S² is 2.021. The value obtained for the largest force on an atom is 0.526 eV/Å. Its HOMO-LUMO gap (alpha / beta) is 0.2495 / 0.2516 Ha. The lowest unoccupied orbital energy (alpha / beta) comes out at 0.161 / 0.159 eV. The HOMO energy (alpha / beta) is -6.63 / -6.69 eV. Its multiplicity is 3.

```
64
Properties=species:S:1:pos:R:3:nbo_charge:R:1
C 0.983 2.236 0.983 0.3059
H -4.240 0.354 -6.003 0.2074
C 1.312 -1.105 4.539 -0.4040
C -1.452 0.091 2.572 -0.0511
H -0.988 0.457 4.725 0.2248
H 1.443 -2.180 4.648 0.2147
H -0.978 5.967 -0.979 0.2295
H -5.363 0.062 -1.880 0.2142
C -3.974 0.224 -4.961 -0.2301
N -0.799 -0.673 1.655 -0.5000
S -0.577 -0.338 -2.864 -0.2407
N 1.655 -0.673 -0.798 -0.4995
C -4.603 0.060 -2.651 -0.2164
C 3.765 0.014 -0.790 -0.0669
H -5.999 0.354 -4.244 0.2073
C 0.248 -1.201 2.269 0.1257
C -2.648 0.060 -4.605 -0.2575
H -2.372 4.438 -2.373 0.2268
C -1.516 2.664 -1.517 0.1016
O 0.960 0.966 0.960 -0.7744
H -1.103 -5.543 -1.102 0.2229
C -2.276 -0.108 -3.270 -0.0951
H -1.876 0.062 -5.364 0.2145
H 0.685 -5.453 1.945 0.2147
C 2.269 -1.202 0.249 0.1261
C 0.884 5.085 0.885 -0.1187
C 0.092 2.942 0.092 0.1618
N -0.669 2.121 -0.669 -0.4662
N 0.277 -0.816 3.564 -0.3231
C -1.152 -3.312 -1.152 -0.0372
C -0.893 4.892 -0.894 -0.1222
C 0.025 4.342 0.025 -0.1278
Br 2.987 2.200 2.988 -0.0029
H 0.489 -6.445 0.492 0.2224
N 0.186 -4.425 0.187 -0.3223
H 2.386 5.007 2.387 0.2348
V -0.484 -0.190 -0.484 1.1106
C -1.657 4.056 -1.658 -0.2541
H 2.310 0.639 -2.339 0.2418
H 5.492 -0.685 1.011 0.2231
C 4.538 -1.107 1.315 -0.4040
C -4.958 0.224 -3.978 -0.2326
S -2.864 -0.338 -0.579 -0.2210
H -2.113 1.990 -2.114 0.2281
C 2.573 0.089 -1.451 -0.0509
P 1.506 -2.283 1.507 0.7573
N 3.564 -0.817 0.279 -0.3231
H 1.007 -0.683 5.493 0.2231
N -0.432 -2.410 -0.432 -0.4720
C -0.778 -4.570 -0.778 -0.0794
Br 0.854 6.978 0.854 0.0381
C -0.792 0.015 3.764 -0.0669
C 0.872 -5.502 0.874 -0.4007
H 4.646 -2.182 1.447 0.2147
H 4.726 0.455 -0.985 0.2248
H -2.340 0.641 2.308 0.2418
C -3.269 -0.108 -2.278 -0.2316
H 4.233 -0.640 2.250 0.2207
C 1.783 3.038 1.783 -0.1121
C 1.735 4.440 1.735 -0.2498
C 0.364 -3.095 0.365 0.0856
H 2.247 -0.638 4.235 0.2207
H 1.943 -5.454 0.687 0.2147
H -1.878 -2.987 -1.878 0.2539
```